(1)
{"formula": "C28H56P2ScSi", "method": "wB97M-V/def2-TZVPD", "e_above_lowest_kcal_mol": 21.3, "total_charge": 1, "species": ["Sc", "C", "C", "C", "C", "C", "C", "H", "H", "H", "C", "H", "H", "H", "C", "H", "H", "H", "C", "H", "H", "H", "C", "H", "H", "H", "C", "C", "C", "C", "C", "C", "C", "C", "H", "H", "H", "H", "H", "H", "H", "H", "H", "H", "H", "H", "P", "C", "H", "H", "H", "C", "H", "H", "H", "C", "H", "H", "H", "P", "C", "H", "H", "H", "C", "H", "H", "H", "C", "H", "H", "H", "C", "Si", "C", "C", "C", "H", "H", "H", "H", "H", "H", "H", "H", "H", "H", "H"], "xyz": [[0.0000, 0.0000, 0.0000], [-1.6343, 1.5906, 0.0949], [-1.9991, 0.6246, -0.9358], [-1.8850, -0.6087, 1.0580], [-1.6353, 0.8324, 1.3428], [-2.1496, -0.7345, -0.3678], [-1.7289, 3.1230, -0.0264], [-1.3977, 3.4677, -1.0052], [-1.1235, 3.6314, 0.7192], [-2.7592, 3.4516, 0.1084], [-1.6362, 1.4346, 2.7598], [-1.4472, 2.5051, 2.7583], [-0.9101, 0.9599, 3.4158], [-2.6144, 1.2917, 3.2179], [-2.1452, -1.6842, 2.1268], [-3.2094, -1.7555, 2.3493], [-1.6281, -1.4556, 3.0583], [-1.8053, -2.6641, 1.7994], [-3.0821, -1.8791, -0.8468], [-4.1106, -1.6148, -0.6007], [-2.8804, -2.8072, -0.3154], [-3.0854, -2.1154, -1.9047], [-2.8714, 1.1658, -2.0926], [-3.7958, 1.5575, -1.6680], [-3.2030, 0.4085, -2.7987], [-2.4195, 2.0036, -2.6153], [1.5404, 0.3950, -3.4194], [0.5223, 1.2642, -3.5716], [-0.0568, 1.6293, -4.9220], [-0.9173, 0.4799, -5.4710], [-0.9604, -0.7475, -4.5440], [0.0595, -1.5880, -4.4667], [1.3772, -1.3784, -5.2144], [2.2447, -0.2786, -4.5858], [0.7504, 1.8590, -5.6180], [-0.5124, 0.1787, -6.4362], [-0.6230, 2.5569, -4.8392], [2.5106, 0.4668, -5.3356], [1.9523, 0.0367, -2.5048], [0.0016, 1.7667, -2.7992], [3.1990, -0.6796, -4.2447], [1.9123, -2.3201, -5.3241], [-0.0686, -2.5793, -4.1086], [1.1672, -1.1125, -6.2491], [-1.9139, 0.8076, -5.7562], [-1.9127, -1.0779, -4.2265], [1.6241, 1.6550, 0.5568], [1.3842, 2.5912, 2.1938], [2.2562, 3.2057, 2.4155], [1.2451, 1.9264, 3.0428], [0.5342, 3.2639, 2.1333], [3.4486, 1.2325, 0.8469], [3.9902, 2.0834, 1.2595], [3.9322, 0.9529, -0.0885], [3.5396, 0.3995, 1.5435], [1.9583, 3.2791, -0.3816], [2.4569, 3.0871, -1.3313], [2.6127, 3.9349, 0.1923], [1.0304, 3.8161, -0.5732], [0.9116, -2.1330, -0.2588], [-0.1992, -3.6543, -0.6212], [0.3980, -4.4789, -1.0116], [-0.9925, -3.4491, -1.3321], [-0.7205, -4.0075, 0.2682], [2.6357, -2.6126, -0.9172], [2.6147, -2.8155, -1.9772], [3.0371, -3.5259, -0.4797], [3.3526, -1.8175, -0.7156], [1.3819, -3.1716, 1.2993], [1.6039, -4.2140, 1.0661], [0.5716, -3.1801, 2.0290], [2.2769, -2.7760, 1.7812], [-0.2767, -0.7224, 5.3832], [0.9788, -1.3739, 4.1436], [2.6130, -0.6895, 4.7418], [1.0446, -3.2216, 4.4797], [0.8022, -0.7038, 2.3110], [0.0008, -1.0998, 6.3893], [-1.3050, -1.0702, 5.1681], [-0.2470, 0.3841, 5.4257], [2.7779, -0.9918, 5.7966], [3.4356, -1.0826, 4.1105], [2.5941, 0.4184, 4.6766], [0.0823, -3.6979, 4.1982], [1.8882, -3.6950, 3.9404], [1.2065, -3.3773, 5.5654], [0.7025, 0.2120, 2.6601], [1.8565, -0.7705, 2.0346]], "atomic_forces_ev_per_a": [[0.6, -0.1, 0.3], [-1.8, -1.5, 1.2], [-1.8, 0.1, 0.1], [-1.5, 1.8, 0.2], [-1.3, -0.4, 0.0], [-1.6, 1.6, 1.2], [0.4, -1.1, -0.1], [0.0, 0.0, 0.0], [0.0, 0.0, 0.1], [-0.1, -0.1, 0.0], [0.2, -0.5, -0.8], [0.0, 0.0, -0.1], [-0.1, 0.0, 0.0], [-0.1, -0.1, -0.1], [0.3, 0.8, -0.6], [-0.2, 0.0, -0.1], [0.0, 0.1, -0.2], [0.0, 0.0, -0.1], [0.7, 0.6, 0.1], [0.0, 0.2, 0.1], [0.1, 0.1, 0.1], [0.3, 0.2, -0.3], [0.6, -0.5, 0.3], [0.0, 0.0, 0.3], [0.4, -0.1, -0.1], [0.2, -0.1, -0.2], [-0.3, 1.0, -1.2], [1.4, -0.3, -0.9], [0.6, 0.2, 0.3], [-0.2, -0.7, 0.2], [0.2, 0.3, -2.0], [0.7, -0.2, -1.6], [-0.7, -0.2, 0.1], [0.1, 0.5, 0.3], [0.1, -0.1, -0.1], [0.3, -0.3, 0.0], [-0.1, -0.1, 0.1], [-0.1, 0.1, -0.1], [-0.1, 0.2, 1.2], [-0.2, 0.1, 1.3], [-0.1, -0.1, 0.1], [0.1, -0.1, 0.4], [-0.3, -0.6, 0.9], [-0.2, 0.2, -0.1], [-0.2, 0.1, 0.5], [-0.9, -0.1, 0.7], [4.2, 5.1, 2.0], [-0.2, -0.5, -0.2], [0.2, -0.1, -0.4], [-0.1, 0.0, -0.1], [-0.1, -0.1, -0.1], [-0.6, -0.5, -0.3], [-0.3, 0.1, 0.0], [-0.1, 0.0, -0.1], [-0.1, 0.0, 0.0], [-0.2, -0.8, -0.3], [-0.1, -0.1, -0.1], [0.0, -0.2, 0.2], [-0.1, -0.1, 0.0], [2.5, -8.0, 1.6], [-0.2, 0.7, -1.3], [0.1, 0.1, 0.1], [0.1, 0.1, -0.4], [0.4, 0.3, 0.2], [-0.6, 0.3, -0.8], [0.0, 0.3, -0.5], [-0.4, 0.1, 0.3], [-0.1, 0.2, 0.0], [0.0, 0.6, 0.5], [-0.1, 0.1, -0.6], [0.1, 0.2, -0.3], [-0.1, 0.1, -0.1], [-0.3, 0.2, 0.0], [0.0, -0.2, -0.5], [0.3, 0.2, 0.0], [0.0, -0.3, -0.1], [0.4, -3.8, -1.3], [-0.1, 0.2, -0.5], [0.4, 0.3, 0.2], [-0.2, -0.5, 0.1], [0.1, 0.2, -0.6], [-0.2, 0.3, 0.4], [0.2, -0.5, 0.1], [0.6, 0.0, 0.2], [-0.5, 0.0, 0.3], [-0.1, 0.1, -0.5], [-0.5, 4.8, 1.4], [0.4, 0.0, 0.0]]}


(2)
{"formula": "C5H7ClFN", "method": "wB97M-V/def2-TZVPD", "smiles": "F[C@H]1[C@H]2N[C@@H]2C[C@H]1Cl", "e_above_lowest_kcal_mol": 130.8, "species": ["F", "C", "C", "N", "C", "C", "C", "Cl", "H", "H", "H", "H", "H", "H", "H"], "xyz": [[-0.5365, 0.7428, -1.4040], [-0.6754, -0.4868, -0.7531], [0.5964, -1.3379, -0.8384], [1.9560, -1.5580, -1.2442], [1.6110, -0.3934, -0.2499], [0.9110, -0.1108, 1.1600], [-0.5787, -0.2107, 0.8078], [-1.4136, 1.4745, 1.1034], [-1.8320, -0.8035, -1.1387], [0.3387, -2.1322, -0.2287], [2.4171, -2.3975, -0.7110], [1.3552, 0.5583, -0.9257], [1.5730, -0.8141, 1.9171], [1.1769, 0.9004, 1.5321], [-1.0465, -0.9206, 1.3853]], "atomic_forces_ev_per_a": [[-0.1, -0.4, -0.1], [-2.9, 0.6, -2.0], [-0.6, 0.2, 0.7], [1.9, 0.7, 1.0], [-2.3, 1.7, -1.9], [4.5, -1.1, 0.7], [0.5, 2.8, -1.3], [0.5, -1.8, 0.1], [3.4, 0.1, 1.3], [-0.6, -1.6, 1.8], [-1.7, 1.8, -1.2], [1.7, -2.1, 1.4], [-2.8, 1.1, -1.3], [-0.2, -0.6, -0.5], [-1.5, -1.4, 1.2]]}


(3)
{"formula": "C21H34Cl3N2OOsP", "method": "wB97M-V/def2-TZVPD", "e_above_lowest_kcal_mol": 9.0, "total_charge": 2, "species": ["Os", "Cl", "C", "C", "C", "Cl", "C", "O", "C", "Cl", "C", "H", "H", "C", "C", "C", "C", "P", "N", "C", "C", "C", "C", "C", "C", "C", "C", "H", "H", "H", "H", "H", "H", "H", "H", "H", "H", "H", "H", "H", "H", "H", "H", "H", "H", "H", "H", "H", "H", "H", "H", "H", "H", "H", "C", "C", "C", "N", "H", "H", "H", "H", "H"], "xyz": [[1.3362, 0.1777, 0.7383], [4.0606, -3.7953, 5.7706], [3.3602, -2.5452, 4.8264], [3.5790, -2.5260, 3.4550], [2.9917, -1.4971, 2.7521], [3.2223, -1.3507, 1.0013], [2.2052, -0.5031, 3.3130], [1.7052, 0.5171, 2.5640], [2.0057, -0.5530, 4.6957], [1.0388, 0.6505, 5.4451], [2.5801, -1.5654, 5.4433], [4.1866, -3.2776, 2.9718], [2.4177, -1.5936, 6.5116], [-2.4159, 2.1582, 0.4678], [-2.1927, 1.5020, -0.9077], [-1.1583, 2.3613, -1.6493], [-3.5056, 1.4829, -1.7039], [-1.5307, -0.2300, -0.7023], [-0.3388, -0.0700, 0.4830], [-0.5406, -0.8456, -2.1611], [-0.2004, -2.3343, -1.9822], [0.7891, -0.0893, -2.2466], [-1.3045, -0.6620, -3.4841], [-2.7500, -1.4641, -0.0282], [-2.0106, -2.6183, 0.6741], [-3.6265, -0.7776, 1.0325], [-3.6413, -2.0075, -1.1550], [-2.6535, 3.2064, 0.2804], [-1.5251, 2.1294, 1.0940], [-3.2480, 1.7346, 1.0187], [-1.5378, 3.3837, -1.6590], [-1.0189, 2.0649, -2.6862], [-0.1948, 2.3833, -1.1355], [-3.8116, 2.5188, -1.8587], [-4.3113, 0.9878, -1.1664], [-3.4032, 1.0234, -2.6864], [0.3206, -2.5349, -1.0450], [0.4611, -2.6216, -2.8008], [-1.0768, -2.9714, -2.0437], [1.4008, -0.1279, -1.3079], [0.7104, 0.9504, -2.5423], [1.4349, -0.6051, -2.9588], [-2.2643, -1.1756, -3.4718], [-0.7118, -1.1044, -4.2865], [-1.4723, 0.3823, -3.7371], [-1.2655, -2.2642, 1.3862], [-1.5469, -3.3152, -0.0144], [-2.7572, -3.1756, 1.2409], [-3.0365, -0.3355, 1.8360], [-4.2546, -1.5514, 1.4749], [-4.2918, -0.0282, 0.6117], [-3.0917, -2.6013, -1.8821], [-4.1873, -1.2249, -1.6799], [-4.3807, -2.6665, -0.6969], [5.6004, 3.2176, -0.8786], [4.1766, 3.6660, -0.5261], [3.3139, 2.5467, -0.1741], [2.6346, 1.6671, 0.1052], [6.1784, 4.0934, -1.1632], [5.5998, 2.5209, -1.7145], [6.0852, 2.7494, -0.0245], [3.6959, 4.1842, -1.3592], [4.1665, 4.3493, 0.3261]], "atomic_forces_ev_per_a": [[0.4, 0.3, -0.1], [0.0, 0.0, 0.0], [-0.1, 0.1, 0.0], [0.0, 0.0, 0.1], [0.0, 0.0, -0.1], [-0.1, 0.0, 0.1], [0.1, 0.0, 0.2], [0.0, -0.2, -0.1], [0.0, 0.0, -0.1], [0.0, 0.0, 0.0], [0.1, -0.1, -0.1], [0.0, 0.0, 0.0], [0.0, 0.0, 0.0], [0.0, 0.0, 0.0], [0.0, -0.1, 0.0], [0.0, 0.0, 0.0], [0.0, 0.0, 0.0], [0.1, 0.0, 0.0], [-0.4, 0.0, 0.1], [-0.1, 0.0, 0.0], [0.0, 0.0, 0.0], [0.1, 0.1, 0.0], [0.0, 0.0, 0.0], [0.0, 0.0, 0.0], [0.0, 0.0, 0.0], [0.0, 0.0, 0.0], [0.0, 0.0, 0.0], [0.0, 0.0, 0.0], [0.0, 0.0, 0.0], [0.0, 0.0, 0.0], [0.0, 0.0, 0.0], [0.0, 0.0, 0.0], [0.0, 0.0, 0.0], [0.0, 0.0, 0.0], [0.0, 0.0, 0.0], [0.0, 0.0, 0.0], [0.0, 0.0, 0.0], [0.0, 0.0, 0.0], [0.0, 0.0, 0.0], [0.0, -0.2, 0.0], [0.0, 0.0, 0.0], [0.0, 0.0, 0.0], [0.0, 0.0, 0.0], [0.0, 0.0, 0.0], [0.0, 0.0, 0.0], [0.0, 0.0, 0.0], [0.0, 0.0, 0.0], [0.0, 0.0, 0.0], [0.0, 0.0, 0.0], [0.0, 0.0, 0.0], [0.0, 0.0, 0.0], [0.0, 0.0, 0.0], [0.0, 0.0, 0.0], [0.0, 0.0, 0.0], [0.0, 0.0, 0.0], [0.0, 0.0, 0.0], [0.0, 0.1, 0.0], [-0.2, -0.2, 0.0], [0.0, 0.0, 0.0], [0.0, 0.0, 0.0], [0.0, 0.0, 0.0], [0.0, 0.0, 0.0], [0.0, 0.0, 0.0]]}


no.,electronic energy (eV),molecular weight (g mol⁻¹)
1,-77090.505,527.7
2,-22022.628,135.6
3,-76664.175,658.1